A 2-piece molecular cluster, C4H12 overall at a distorted geometry. Source: OMol25; level of theory: wB97M-V/def2-TZVPD.

The total energy comes out at -4330.587 eV. Its spin multiplicity is 2. The calculation puts the relative energy (zero: lowest compared OMol25 entry of this formula, charge and spin) at 0.645 eV. Its HOMO-LUMO gap (alpha / beta) is 10.6 / 2.7 eV. Its total charge is +1.

Structure (XYZ):
```
16
Properties=species:S:1:pos:R:3:forces:R:3:nbo_charge:R:1
C 0.476000 -1.654348 2.095826 -1.0 0.7 -0.7 -0.62
C 1.425288 -1.816280 1.035784 -0.4 0.1 -0.3 -0.51
H 0.275625 -2.638148 2.597615 0.2 0.0 0.6 0.38
H 0.811578 -1.028993 2.955544 0.5 -0.5 0.4 0.37
H -0.485657 -1.242246 1.782737 0.1 -0.2 -0.1 0.28
H 2.409348 -1.205710 1.119644 0.1 -0.4 0.2 0.43
H 1.045999 -1.645348 0.037754 0.1 0.0 -0.2 0.28
H 2.050469 -2.761825 1.150864 0.4 0.3 0.1 0.39
C -0.686417 2.346905 -1.962937 -0.5 0.8 -0.3 -0.62
C -1.215212 1.153487 -1.195562 -1.5 -0.9 -0.5 -0.63
H -1.438269 2.749719 -2.654054 0.0 -0.4 0.1 0.22
H -0.497663 3.209951 -1.312936 0.3 -0.3 0.0 0.21
H 0.170874 2.125313 -2.591212 0.3 0.0 0.3 0.21
H -2.317264 1.144434 -1.149676 0.2 0.6 0.3 0.22
H -1.134678 0.201873 -1.747530 0.8 0.2 0.2 0.20
H -0.890021 1.061215 -0.161861 0.4 -0.1 0.0 0.18
```
Positions in Å, forces in eV/Å.


One molecule with the formula C9H13O3 at a distorted geometry. Source: OMol25; level of theory: wB97M-V/def2-TZVPD.

The total energy comes out at -15680.364 eV. Its spin multiplicity is 2. The calculation puts the relative energy (zero: lowest compared OMol25 entry of this formula, charge and spin) at 3.133 eV. Its HOMO-LUMO gap (alpha / beta) is 7.0 / 6.8 eV. Its total charge is 0.

Structure (XYZ):
```
25
Properties=species:S:1:pos:R:3:forces:R:3:nbo_charge:R:1
C -0.378724 -2.503865 1.143815 -0.6 0.2 -0.6 -0.64
C -0.166958 -1.030879 0.771950 -0.3 -1.3 -1.5 0.09
C -1.412979 -0.230933 0.500427 0.4 0.3 0.6 -0.15
C -1.277868 1.056989 -0.033235 -1.7 -0.6 -0.5 -0.06
C -0.159287 1.446854 -0.704750 1.2 1.0 0.4 -0.11
C 1.102362 0.646080 -0.620608 1.5 1.1 -2.4 0.06
C 0.693259 -0.784484 -0.471954 3.3 -0.7 2.0 0.62
O 1.540304 -1.690163 -0.920475 -0.8 0.0 -0.7 -0.60
C 2.183139 0.970659 -1.633503 -0.9 -0.3 -1.9 -0.59
O 1.927681 0.781435 0.420253 -0.8 -0.8 3.0 -0.66
O 0.443755 -0.440895 1.825668 -0.3 0.9 3.2 -0.67
C -2.489462 1.964123 -0.021401 -0.2 0.3 0.0 -0.63
H 0.507665 -2.909475 1.634140 0.0 0.0 -0.1 0.21
H -1.185792 -2.485622 1.875842 0.0 -0.3 0.0 0.24
H -0.676690 -3.135543 0.304084 -0.1 -0.1 0.0 0.21
H -2.279365 -0.519392 1.075456 -0.3 0.0 -0.1 0.20
H -0.055652 2.448270 -1.131012 -0.3 -0.2 0.1 0.20
H 1.264625 -0.842761 2.144965 -0.1 0.1 -0.7 0.49
H 1.434694 -2.606212 -0.605608 -0.3 0.5 0.4 0.50
H 1.879349 0.813356 -2.649874 0.0 0.0 -1.1 0.17
H 2.425404 2.007963 -1.467316 -0.1 0.4 -0.1 0.22
H 3.079859 0.417546 -1.389202 -0.1 -0.3 -0.2 0.23
H -3.417772 1.405442 0.157494 0.3 0.1 0.0 0.21
H -2.387381 2.719942 0.771610 0.0 -0.2 -0.2 0.23
H -2.594173 2.501565 -0.976775 0.1 -0.2 0.3 0.22
```
Positions in Å, forces in eV/Å.


An isolated ion of composition NO4P and charge -2 at a distorted geometry. Source: OMol25; level of theory: wB97M-V/def2-TZVPD.

The total energy comes out at -18967.769 eV. Its spin multiplicity is 1. The calculation puts the relative energy (zero: lowest compared OMol25 entry of this formula, charge and spin) at 0.077 eV. Its HOMO-LUMO gap (alpha / beta) is 6.7 / 6.6 eV. Its total charge is -2.

Structure (XYZ):
```
6
Properties=species:S:1:pos:R:3:forces:R:3:nbo_charge:R:1
N 0.822313 0.951401 -0.117071 -0.4 0.1 -2.3 -0.19
O 0.596187 -1.552970 -0.074820 -0.2 0.0 0.5 -1.23
O -1.692201 -0.414086 -0.477264 2.0 0.4 1.5 -1.24
O 0.889573 1.169387 -1.345875 -0.1 -0.1 2.0 -0.43
O -0.457863 -0.158984 1.879211 -0.3 -0.3 -1.0 -1.24
P -0.372120 -0.461963 0.375913 -0.9 -0.2 -0.7 2.34
```
Positions in Å, forces in eV/Å.


One molecule with the formula C3H5N3O at a distorted geometry. Source: OMol25; level of theory: wB97M-V/def2-TZVPD.

The total energy comes out at -9704.764 eV. Its spin multiplicity is 1. The calculation puts the relative energy (zero: lowest compared OMol25 entry of this formula, charge and spin) at 5.820 eV. Its HOMO-LUMO gap is 8.2 eV. Its total charge is 0.

Structure (XYZ):
```
12
Properties=species:S:1:pos:R:3:forces:R:3:nbo_charge:R:1
C 1.303450 0.169548 0.923792 -0.2 0.0 0.1 -0.44
N 0.663251 -0.079096 -0.359112 0.4 0.0 -0.7 -0.38
C -0.571869 0.455278 -0.549583 -0.2 -1.5 1.2 0.61
C -0.466542 -1.204540 -0.342880 0.1 1.6 0.6 -0.20
O -1.095581 1.459658 0.133694 -0.1 0.1 -0.2 -0.63
N -1.072219 0.037263 -1.895128 0.2 -0.9 -0.2 -0.24
N -0.997029 -1.214716 -1.640430 -0.2 0.9 -0.9 -0.08
H -1.937903 1.705133 -0.284165 0.2 -0.1 0.1 0.51
H -0.270125 -2.049086 0.296439 -0.1 0.1 0.0 0.22
H 2.100355 -0.561623 1.055724 -0.1 0.1 0.0 0.22
H 1.739932 1.169446 0.894302 0.0 -0.1 0.0 0.22
H 0.604280 0.112734 1.767348 0.0 0.0 0.0 0.19
```
Positions in Å, forces in eV/Å.


A 2-piece molecular cluster, C2H4N2OS2 overall at a distorted geometry. Source: OMol25; level of theory: wB97M-V/def2-TZVPD.

The total energy comes out at -28832.015 eV. Its spin multiplicity is 1. The calculation puts the relative energy (zero: lowest compared OMol25 entry of this formula, charge and spin) at 5.068 eV. Its HOMO-LUMO gap is 8.6 eV. Its total charge is 0.

Structure (XYZ):
```
11
Properties=species:S:1:pos:R:3:forces:R:3:nbo_charge:R:1
C 1.514497 -0.392323 0.093377 0.1 -0.5 0.3 -0.11
C -2.274744 -0.874726 -0.340266 -2.4 -0.5 -0.9 -0.05
H 0.253601 2.175502 0.936265 0.1 -0.2 0.3 0.47
H 2.503794 1.491840 -0.157135 -2.6 -2.2 0.9 0.41
H -2.965922 -2.159408 -0.181439 2.6 3.9 -0.1 0.15
H -2.935647 -0.038008 -0.767818 0.4 -1.8 0.5 0.19
N 1.580104 0.959123 0.176708 1.8 2.8 -1.0 -0.33
N -1.089371 -0.438063 -0.180131 -2.5 -0.5 0.0 -0.62
O 0.508298 1.916068 0.045273 0.7 -1.4 -0.3 -0.53
S 2.877264 -1.297883 -0.191052 -0.6 0.6 0.2 -0.11
S 0.028123 -1.342124 0.566215 2.4 0.0 0.0 0.53
```
Positions in Å, forces in eV/Å.


A 3-piece molecular cluster, C4H17N2O2 overall at a distorted geometry. Source: OMol25; level of theory: wB97M-V/def2-TZVPD.

The total energy comes out at -11492.299 eV. Its spin multiplicity is 1. The calculation puts the relative energy (zero: lowest compared OMol25 entry of this formula, charge and spin) at 1.592 eV. Its HOMO-LUMO gap is 10.5 eV. Its total charge is +1.

Structure (XYZ):
```
25
Properties=species:S:1:pos:R:3:forces:R:3:nbo_charge:R:1
N 1.430886 -0.062699 0.334446 0.9 -0.2 -1.2 -0.69
C 0.100164 0.588303 0.128195 -0.3 0.0 -0.2 -0.05
C -0.013276 1.904285 0.821611 0.1 2.2 -0.2 -0.66
C -0.945098 -0.492374 0.386937 1.3 -0.8 -1.0 -0.24
N -0.622396 -1.637320 -0.520558 -0.6 0.2 0.8 -0.66
C -1.593338 -1.860563 -1.608053 0.7 0.0 0.4 -0.41
H 1.795077 -0.125327 1.277110 -0.4 -0.1 0.6 0.46
H 1.290434 -0.995762 -0.072735 -0.2 -0.5 0.3 0.45
H 2.150511 0.315107 -0.284761 -0.1 0.6 0.2 0.43
H 0.161687 0.777488 -0.930457 -0.4 0.2 -0.5 0.23
H 0.958949 2.401083 0.769297 0.2 -0.2 0.6 0.23
H -0.477551 2.057139 1.794819 0.4 -1.0 0.3 0.25
H -0.551500 2.671457 0.249722 -0.4 -0.7 -0.5 0.25
H -0.730227 -0.918370 1.362259 -0.9 0.7 0.5 0.20
H -1.929489 -0.087447 0.185653 -0.3 0.0 0.6 0.22
H -0.683647 -2.462270 0.065213 0.2 -0.1 -0.2 0.36
H -1.143985 -2.651442 -2.202578 -0.3 0.2 -0.5 0.22
H -2.568648 -2.186868 -1.251371 -0.1 0.0 0.1 0.19
H -1.709502 -0.929112 -2.147638 0.0 0.0 -0.4 0.19
H 0.130951 2.282126 -2.759385 -0.2 0.1 -0.3 0.47
H 0.407687 3.570758 -1.968674 0.0 0.0 -0.2 0.48
O 0.808823 2.746711 -2.265051 0.2 -0.2 0.4 -0.95
H 0.590812 -1.940179 2.764283 -0.7 0.9 0.0 0.48
H 1.939713 -1.781564 3.020658 1.0 0.6 0.4 0.48
O 1.202962 -1.183158 2.851060 -0.2 -1.7 -0.1 -0.94
```
Positions in Å, forces in eV/Å.